[1]
C35H23FO10 | ωB97M-V with the def2-TZVPD basis set

XYZ file:
```
69
Properties=species:S:1:pos:R:3
O -7.70 -2.60 1.36
C -8.71 -1.80 0.96
O -10.09 -2.08 1.43
C -8.50 -0.48 -0.03
C -7.70 0.76 0.68
C -8.48 1.72 1.76
C -8.47 1.11 3.31
O -7.83 1.83 4.27
F -9.16 -0.15 3.70
C -6.17 0.55 1.22
O -5.30 1.41 0.34
C -6.05 1.29 -0.95
O -5.58 0.93 -2.15
O -7.42 1.64 -0.51
H -10.67 -1.98 0.62
H -9.56 -0.17 -0.47
H -7.86 -0.88 -0.96
H -9.60 1.91 1.49
H -7.93 2.78 1.84
H -5.87 -0.52 0.85
H -5.87 0.90 2.30
O 2.03 0.42 0.62
C 1.30 1.38 0.44
C -0.01 1.22 -0.23
C -0.42 -0.06 -0.64
C -1.67 -0.23 -1.24
C -2.51 0.87 -1.43
C -2.10 2.14 -1.03
C -0.84 2.32 -0.44
C -0.40 3.67 -0.04
O -1.11 4.65 -0.27
C 0.89 3.83 0.65
C 1.30 5.11 1.06
C 2.51 5.27 1.74
C 3.31 4.15 2.01
C 2.91 2.89 1.59
C 1.70 2.73 0.90
H 0.23 -0.92 -0.50
H -1.99 -1.22 -1.56
H -3.49 0.74 -1.88
H -2.76 3.00 -1.18
H 0.68 5.98 0.86
H 2.83 6.25 2.07
H 4.25 4.28 2.55
H 3.55 2.03 1.80
O 8.03 -2.63 -3.25
C 7.29 -2.70 -2.28
C 7.20 -3.95 -1.50
C 7.97 -5.06 -1.87
C 7.92 -6.23 -1.12
C 7.09 -6.30 0.00
C 6.30 -5.21 0.36
C 6.35 -4.03 -0.40
C 5.50 -2.88 -0.02
O 4.71 -2.97 0.91
C 5.61 -1.63 -0.79
C 4.83 -0.52 -0.42
C 4.96 0.68 -1.12
C 5.85 0.79 -2.18
C 6.62 -0.32 -2.56
C 6.49 -1.53 -1.87
H 8.63 -5.01 -2.74
H 8.52 -7.09 -1.40
H 7.05 -7.21 0.60
H 5.65 -5.27 1.23
H 4.14 -0.59 0.41
H 4.36 1.54 -0.82
H 5.96 1.73 -2.72
H 7.31 -0.23 -3.39
```

Values from the calculation:
- spin multiplicity = 1
- structure (SMILES) = O=C(O)C[C@@]1(CC(=O)F)COC(=O)O1.O=C1c2ccccc2C(=O)c2ccccc21.O=C1c2ccccc2C(=O)c2ccccc21
- E_HOMO (eV) = -9.5
- total charge = 0
- Kohn-Sham gap (eV) = 8.50
- LUMO energy (eV) = -1.0

[2]
C7H10N2O3 | ωB97M-V with the def2-TZVPD basis set

XYZ file:
```
22
Properties=species:S:1:pos:R:3
C -3.05 -1.41 -0.20
C -2.16 1.01 0.05
C -0.52 -0.86 -0.02
C -2.38 1.16 -1.41
C 2.36 0.03 -0.20
C 1.76 -1.16 0.53
C -1.84 -0.41 0.57
N -3.86 -2.07 -0.64
N -2.01 -0.54 1.96
O -2.20 1.91 0.85
O -0.32 -1.09 -1.18
O 0.41 -0.90 0.94
H -3.33 0.70 -1.69
H -1.60 0.64 -1.97
H -2.40 2.21 -1.67
H 3.43 -0.14 -0.34
H 1.89 0.15 -1.17
H 2.22 0.93 0.38
H 2.29 -1.37 1.46
H 1.76 -2.05 -0.11
H -1.19 -0.89 2.44
H -2.31 0.34 2.37
```

Values from the calculation:
- spin multiplicity = 3
- E_HOMO (spin up / spin down) (eV) = -6.7 / -10.4
- total charge = 0
- Kohn-Sham gap (spin up / spin down) (eV) = 7.28 / 6.94
- ΔE to the lowest compared entry with this formula, charge and spin (kcal/mol) = 0.0
- LUMO energy (spin up / spin down) (eV) = 0.6 / -3.5

[3]
C22H27N3O3 | ωB97M-V with the def2-TZVPD basis set

XYZ file:
```
55
Properties=species:S:1:pos:R:3
C -2.34 -1.99 -3.10
C -1.96 -0.71 -2.38
O -0.84 -0.86 -1.53
C -0.98 -1.55 -0.34
C -2.18 -1.94 0.23
C -2.19 -2.56 1.47
C -1.01 -2.80 2.14
C 0.20 -2.44 1.58
C 0.23 -1.82 0.34
N 1.40 -1.43 -0.31
C 2.64 -1.22 0.23
O 2.91 -1.49 1.38
C 3.70 -0.68 -0.73
C 3.19 -0.02 -2.01
C 2.29 1.19 -1.67
N 2.49 1.57 -0.29
C 1.54 1.80 0.67
O 1.84 2.29 1.75
N 0.25 1.51 0.33
C -0.75 1.52 1.38
C -2.14 1.56 0.80
C -3.18 0.87 1.41
C -4.45 0.88 0.87
C -4.70 1.59 -0.29
C -3.67 2.28 -0.91
C -2.40 2.27 -0.36
C 3.89 1.70 0.05
C 4.57 0.32 0.03
H -1.50 -2.36 -3.68
H -3.18 -1.81 -3.76
H -2.62 -2.77 -2.38
H -2.81 -0.30 -1.81
H -1.65 0.05 -3.10
H -3.12 -1.74 -0.27
H -3.14 -2.85 1.90
H -1.02 -3.28 3.11
H 1.13 -2.61 2.09
H 1.25 -1.17 -1.27
H 4.32 -1.55 -1.00
H 2.66 -0.73 -2.66
H 4.06 0.32 -2.57
H 2.57 2.04 -2.31
H 1.24 0.98 -1.87
H 0.07 0.83 -0.39
H -0.57 2.42 1.99
H -0.65 0.65 2.04
H -2.98 0.31 2.32
H -5.25 0.34 1.36
H -5.69 1.59 -0.72
H -3.86 2.83 -1.82
H -1.60 2.81 -0.84
H 4.36 2.38 -0.67
H 3.94 2.15 1.04
H 4.71 -0.05 1.05
H 5.56 0.40 -0.44
```

Values from the calculation:
- spin multiplicity = 1
- structure (SMILES) = CCOc1ccccc1NC(=O)C1CCN(C(=O)NCc2ccccc2)CC1
- E_HOMO (eV) = -8.4
- total charge = 0
- Kohn-Sham gap (eV) = 8.94
- ΔE to the lowest compared entry with this formula, charge and spin (kcal/mol) = 36.3
- LUMO energy (eV) = 0.6

[4]
C3H7INO | ωB97M-V with the def2-TZVPD basis set

XYZ file:
```
13
Properties=species:S:1:pos:R:3
C 1.87 0.78 0.90
C -1.88 -0.79 -1.11
C -1.25 0.17 -0.08
N 0.05 0.19 0.05
O 2.51 -0.27 1.29
I 2.82 1.83 -0.65
H -2.80 -1.18 -0.78
H -1.24 -1.61 -1.40
H -2.12 -0.01 -1.88
H -1.84 0.83 0.56
H 1.12 1.22 1.63
H 2.39 -0.73 2.15
H 0.36 -0.43 -0.69
```

Values from the calculation:
- spin multiplicity = 1
- E_HOMO (eV) = -14.3
- total charge = +1
- Kohn-Sham gap (eV) = 9.79
- ΔE to the lowest compared entry with this formula, charge and spin (kcal/mol) = 46.3
- LUMO energy (eV) = -4.5

Number 1: total energy -2199.63357 Eh. Number 2: total energy -607.79246 Eh. Number 3: total energy -1244.57738 Eh. Number 4: total energy -545.85197 Eh.